No. 1
Entry from the OMol25 dataset: 19 unconnected molecules or ions with the total composition C62H170N8O27 (wB97M-V/def2-TZVPD).

Energy = -4933.04851 Eh
Orbital gap = 8.56 eV
Molar mass = 1460.1 g/mol

ORCA input file:
```
! wB97M-V def2-TZVPD RIJCOSX def2/J DEFGRID3
* xyz 0 1
C 27.19084 22.42449 4.37801
O 26.94275 22.14309 5.72590
C 27.72047 22.80231 6.73171
C 29.15504 22.21793 6.78785
N 29.24042 20.79837 6.94718
C 28.73456 20.40156 8.26837
C 28.92871 18.82083 8.56369
O 27.87591 18.36936 9.37373
C 26.56594 18.18540 8.84938
H 26.93825 23.44829 4.10209
H 26.53475 21.84674 3.72697
H 28.23603 22.24038 4.12945
H 27.17210 22.53316 7.63446
H 27.70427 23.88577 6.61360
H 29.74196 22.57385 7.63457
H 29.74881 22.59118 5.95345
H 30.22407 20.66418 7.13301
H 27.69494 20.65324 8.47800
H 29.30818 20.79382 9.10814
H 29.83802 18.64740 9.13916
H 28.97514 18.30157 7.60644
H 25.92106 17.93153 9.69068
H 26.75603 17.30906 8.22971
H 26.24997 19.00925 8.20943
C 23.61740 14.46810 12.77571
O 22.76822 14.38596 11.64573
C 23.19481 13.48404 10.67686
C 22.36498 13.64839 9.39871
N 21.02869 13.12932 9.56538
C 20.28193 13.30857 8.24417
C 18.87907 12.75787 8.30977
O 17.90893 13.62776 8.90803
C 16.73224 13.01260 9.27867
H 24.55565 15.00133 12.62252
H 23.81686 13.43926 13.07540
H 23.06652 14.95233 13.58203
H 23.10789 12.42572 10.92286
H 24.16432 13.73535 10.24677
H 22.83017 13.04553 8.61881
H 22.31788 14.72203 9.21658
H 20.68523 13.76376 10.27223
H 20.82059 12.76396 7.46870
H 20.14589 14.31160 7.83979
H 18.89803 11.82009 8.86501
H 18.62949 12.36120 7.32566
H 16.16810 12.47161 8.51896
H 16.06806 13.76286 9.70772
H 16.97805 12.43398 10.16911
C 20.27805 31.87224 1.15429
O 19.99860 30.56840 0.63028
C 18.58229 30.27832 0.61745
C 18.35651 28.70627 0.34247
N 19.11880 27.96611 1.36841
C 19.01632 26.53408 1.25744
C 19.71447 25.82908 0.08937
O 21.07154 26.26432 0.09335
C 22.00643 25.30454 -0.46781
H 21.32931 32.13853 1.04449
H 20.09052 31.99734 2.22072
H 19.72798 32.67738 0.66717
H 18.09021 30.79476 -0.20670
H 18.08512 30.47428 1.56747
H 18.72587 28.34671 -0.61794
H 17.28485 28.51159 0.38411
H 20.06275 28.32367 1.40311
H 17.98110 26.24261 1.08004
H 19.26277 26.00377 2.17729
H 19.18435 26.03023 -0.84156
H 19.62650 24.76318 0.29969
H 23.00464 25.72087 -0.60328
H 21.58238 24.95612 -1.40955
H 21.94402 24.36042 0.07333
C 6.23158 9.26869 0.91298
O 6.74607 9.59969 2.19972
C 7.59321 8.66420 2.73704
C 7.72435 8.94647 4.26996
N 8.81858 9.88961 4.49500
C 9.11665 10.23344 5.86953
C 10.44520 11.09806 6.05407
O 10.24596 12.38219 5.51771
C 11.01940 13.50362 5.91064
H 5.71523 10.09701 0.42784
H 5.44628 8.51429 0.96089
H 7.04043 8.96564 0.24813
H 8.54120 8.57611 2.20632
H 7.17616 7.65714 2.73542
H 8.02396 7.97233 4.65647
H 6.81845 9.10766 4.85430
H 8.76714 10.66627 3.85137
H 9.32225 9.32455 6.43499
H 8.23722 10.65374 6.35744
H 11.31226 10.63580 5.58223
H 10.74874 11.26644 7.08732
H 10.93254 13.71504 6.97641
H 10.83274 14.38313 5.29444
H 12.05359 13.28122 5.64777
C 20.83216 19.05099 0.27112
O 20.65706 19.13824 1.68806
C 21.73305 18.70774 2.49350
C 21.52606 18.88691 3.97687
N 20.37917 18.18578 4.42472
C 19.75706 18.63034 5.64380
C 18.28172 18.10084 5.93360
O 17.43903 18.53902 4.96754
C 16.28784 17.75022 4.93948
H 21.29045 18.12153 -0.06678
H 21.59504 19.74246 -0.08662
H 19.91641 19.17562 -0.30677
H 22.61879 19.22472 2.12433
H 21.90830 17.63732 2.38582
H 21.42363 19.95231 4.18315
H 22.36627 18.49099 4.54730
H 19.65079 18.35729 3.74638
H 19.87521 19.71149 5.71622
H 20.39007 18.28798 6.46245
H 17.95090 18.44287 6.91425
H 18.44904 17.02619 5.86118
H 15.78502 17.55329 5.88631
H 16.52736 16.71788 4.68450
H 15.60255 18.11898 4.17627
C 20.29915 17.69425 12.91798
O 19.88426 17.15125 14.08773
C 20.11205 17.88450 15.24409
C 19.10163 17.53560 16.41458
N 19.50015 16.25137 16.94853
C 18.65918 15.74035 17.99544
C 18.96463 16.36124 19.40469
O 17.86503 16.17177 20.24892
C 18.06073 16.74236 21.52573
H 20.24308 16.89084 12.18348
H 21.34956 17.98450 12.94032
H 19.70000 18.56960 12.66720
H 20.01895 18.96318 15.11809
H 21.11790 17.72646 15.63317
H 18.11679 17.58392 15.94998
H 19.20357 18.30002 17.18490
H 19.42173 15.65768 16.13521
H 18.78373 14.66034 18.07384
H 17.59377 15.87118 17.80603
H 19.17628 17.42966 19.36236
H 19.84756 15.83156 19.76243
H 18.86844 16.28385 22.09623
H 17.19948 16.66006 22.18874
H 18.36020 17.79006 21.49856
C 25.47906 30.66106 2.90277
O 25.16521 29.51737 3.68304
C 23.79859 29.13036 3.73127
C 23.79530 27.69433 4.33916
N 22.58728 26.94233 4.19996
C 22.74732 25.53051 4.54157
C 22.69644 25.33710 6.05617
O 23.00878 23.99423 6.46380
C 22.99537 23.81738 7.85613
H 25.15289 30.72353 1.86459
H 26.55268 30.84281 2.95175
H 25.11490 31.51317 3.47670
H 23.42794 29.21171 2.70946
H 23.18585 29.81366 4.31928
H 23.93038 27.88824 5.40323
H 24.61258 27.05849 3.99879
H 22.39351 26.91008 3.20925
H 23.56190 24.99365 4.05542
H 21.90061 24.98077 4.13049
H 21.64747 25.48748 6.31144
H 23.24902 26.09542 6.61088
H 22.07377 24.02996 8.39795
H 23.69984 24.52809 8.28823
H 23.24326 22.79153 8.12867
C 11.23296 24.97354 0.59792
O 12.10569 24.06997 1.34276
C 13.09486 24.78547 2.04952
C 14.06187 23.78888 2.77716
N 14.67655 22.89027 1.82726
C 15.35802 21.75348 2.39768
C 15.87287 20.81032 1.36759
O 14.79509 20.29400 0.63036
C 15.05441 18.92333 0.29420
H 10.60836 25.67733 1.14806
H 10.57001 24.38245 -0.03391
H 11.80075 25.52293 -0.15300
H 12.80300 25.38786 2.90978
H 13.64096 25.51780 1.45490
H 13.52589 23.22971 3.54407
H 14.83482 24.29769 3.35314
H 14.04925 22.59839 1.09146
H 14.73159 21.14345 3.04849
H 16.21243 22.06259 2.99980
H 16.49270 20.07571 1.88165
H 16.57138 21.38257 0.75708
H 14.31245 18.74880 -0.48499
H 15.00535 18.21038 1.11724
H 16.03071 18.85156 -0.18517
O 16.91920 20.71662 -3.42663
H 16.67575 21.57364 -3.77660
H 16.60895 20.73018 -2.52121
O 22.57406 14.70107 4.46316
H 23.52409 14.75093 4.56899
H 22.32320 15.56542 4.13726
O 24.87292 17.98603 -3.79043
H 24.86634 18.14548 -4.73423
H 24.57951 17.07960 -3.69812
O 27.03431 19.16523 5.07239
H 27.80169 19.26581 5.63564
H 26.68140 20.05092 4.98720
C 24.43548 12.76500 -0.80410
C 23.44062 13.59081 -1.60414
O 24.10885 14.15044 -2.69920
H 24.83492 11.94273 -1.39776
H 23.83301 12.32118 -0.01154
H 25.20583 13.36392 -0.31835
H 22.91394 14.32851 -0.99874
H 22.69977 12.89335 -1.99503
H 24.14700 13.41619 -3.31646
C 16.60558 22.27969 8.82336
C 15.21854 21.71157 8.65768
O 14.33507 22.85179 8.58420
H 17.34365 21.51748 9.07314
H 16.69403 23.03222 9.60693
H 16.98316 22.70109 7.89172
H 14.97803 21.15778 9.56518
H 15.12443 21.06128 7.78798
H 13.76565 22.75028 9.35040
C 12.86608 13.91169 1.90153
C 11.78747 12.82259 2.00225
O 10.60648 13.44618 2.43583
H 13.20536 14.08512 2.92276
H 12.46630 14.80482 1.42132
H 13.66770 13.57996 1.24164
H 12.08506 12.02407 2.68189
H 11.56543 12.41146 1.01749
H 10.69307 13.39031 3.39029
C 26.90835 13.30299 3.79635
C 26.62091 14.76401 3.52632
O 26.02258 15.24962 4.70886
H 26.01474 12.74379 4.07357
H 27.60277 13.17986 4.62744
H 27.26182 12.81274 2.88927
H 25.94839 14.89988 2.67935
H 27.54198 15.31414 3.33373
H 26.28533 16.17109 4.76768
C 28.20933 18.12828 -0.49280
C 26.99401 18.80404 0.06257
O 26.55532 19.77786 -0.76158
H 28.92112 18.78586 -0.99184
H 27.79614 17.46734 -1.25473
H 28.75934 17.61856 0.29825
H 27.32442 19.19711 1.02404
H 26.22161 18.03672 0.11462
H 26.14491 19.33156 -1.50587
C 21.44111 21.08751 -5.53266
C 20.45574 20.98274 -6.66111
O 21.15350 20.29447 -7.66407
H 20.93742 21.28490 -4.58638
H 22.19329 21.85388 -5.71974
H 22.01161 20.18319 -5.32090
H 20.22893 21.99107 -7.00741
H 19.53000 20.46469 -6.41064
H 20.51572 20.16551 -8.36991
C 18.80273 13.51363 0.67379
C 18.36068 13.25637 2.07922
O 19.35641 12.64304 2.82011
H 19.09820 12.57874 0.19759
H 19.65313 14.18763 0.57063
H 17.96185 13.90348 0.10017
H 17.38931 12.77292 2.18318
H 18.21355 14.20710 2.59164
H 20.10324 13.23117 2.95405
*
```

***

No. 2
Entry from the OMol25 dataset: a molecular structure, C62H43Cl2CoF3N2O9S6 (wB97M-V/def2-TZVPD).

Energy = -8167.02727 Eh
Expectation value of S² = 0.755
Orbital gap (alpha / beta) = 5.92 / 5.91 eV
Molar mass = 1339.3 g/mol

ORCA input file:
```
! wB97M-V def2-TZVPD RIJCOSX def2/J DEFGRID3
* xyz -2 2
Co -0.15188 0.36957 -1.06482
C -2.35382 2.22090 7.27676
C -1.91851 1.97945 5.85342
C -1.25328 0.81311 5.48898
C -0.78400 0.63579 4.19573
C -0.97318 1.63713 3.26112
C -1.68532 2.78258 3.58805
C -2.15819 2.94776 4.88073
S -0.17402 1.66478 1.64358
O -0.22811 0.28477 1.08235
C 1.50461 1.84951 2.32954
C 1.81506 3.21130 2.56017
C 3.08471 3.62021 2.81454
C 4.14668 2.68624 2.76096
C 5.49612 3.09333 2.86777
C 6.51007 2.18041 2.81041
C 6.21167 0.81461 2.64379
C 4.91527 0.39314 2.54556
C 3.83983 1.31398 2.60100
C 2.47157 0.88385 2.45974
C 2.26831 -0.57957 2.74409
C 2.52894 -0.92399 4.12617
C 2.58939 0.06189 5.14458
C 2.86595 -0.27391 6.44149
C 3.09632 -1.61541 6.79908
C 3.01644 -2.59264 5.84775
C 2.71635 -2.27558 4.50185
C 2.63504 -3.28170 3.50851
C 2.29451 -2.95032 2.23819
C 2.06068 -1.60497 1.85831
S 1.63662 -1.39375 0.09377
O 2.73016 -2.13075 -0.59254
C 0.23344 -2.57125 0.10802
C -0.54846 -2.92547 1.19953
C -1.56507 -3.85467 1.04879
C -1.84934 -4.42037 -0.18955
C -2.98468 -5.39608 -0.34918
C -1.07323 -4.04152 -1.27898
C -0.04826 -3.12208 -1.13177
H -2.02217 1.41661 7.93300
H -3.44079 2.29852 7.34807
H -1.93244 3.15977 7.64093
H -1.07725 0.04017 6.22904
H -0.25944 -0.27034 3.91642
H -1.86776 3.52902 2.82322
H -2.71034 3.84346 5.14344
H 0.99936 3.92514 2.54260
H 3.30203 4.66106 3.02566
H 5.71237 4.15105 2.96873
H 7.54191 2.50490 2.86742
H 7.01809 0.09518 2.57651
H 4.70782 -0.65648 2.38407
H 2.39022 1.09542 4.89459
H 2.89518 0.49808 7.20051
H 3.32185 -1.87091 7.82745
H 3.17383 -3.63337 6.10811
H 2.84415 -4.30974 3.78096
H 2.23432 -3.70466 1.46595
H -0.39462 -2.46761 2.16613
H -2.16910 -4.12202 1.90940
H -3.92167 -4.95272 -0.00406
H -2.80782 -6.30306 0.23414
H -3.11121 -5.67808 -1.39452
H -1.28358 -4.45246 -2.26058
H 0.53350 -2.81295 -1.98546
F -5.17948 4.68679 -2.54975
C -4.60703 3.94959 -1.54912
F -4.75602 4.70827 -0.44188
F -5.40661 2.88249 -1.40393
C -3.18472 3.61415 -1.87671
C -2.60367 4.22452 -2.96786
C -1.28828 3.93307 -3.29254
C -0.66119 2.94649 -2.55907
N -1.20461 2.30743 -1.52894
C -2.43477 2.69750 -1.06965
S -2.98674 2.15739 0.44051
H -3.17194 4.92626 -3.56348
H -0.77298 4.42356 -4.10500
H 0.34457 2.64027 -2.80706
O 0.75418 -0.21498 -2.63973
C 0.73062 -0.24572 -4.02340
C 1.13793 1.06851 -4.69913
C 2.25340 1.80404 -4.44684
C 2.40660 2.89938 -5.34057
C 1.41088 2.96533 -6.26508
S 0.26570 1.70526 -6.04500
C 1.77625 -1.24361 -4.54009
C 2.46760 -1.21202 -5.71876
C 3.35976 -2.30632 -5.86838
C 3.33094 -3.14191 -4.79342
S 2.24243 -2.59288 -3.59471
C -0.65456 -0.65598 -4.53461
C -1.83501 -0.03086 -4.27056
C -2.94850 -0.66053 -4.88971
C -2.59536 -1.75467 -5.61592
S -0.90553 -2.03539 -5.53987
H 2.93609 1.56972 -3.63909
H 3.22047 3.60808 -5.28310
H 1.27598 3.68189 -7.06041
H 2.34811 -0.43392 -6.45920
H 3.99641 -2.44961 -6.73113
H 3.90893 -4.03837 -4.63222
H -1.90983 0.84391 -3.64521
H -3.96712 -0.31321 -4.77874
H -3.23057 -2.44243 -6.15031
Cl 0.71318 4.54894 0.31656
C 2.25599 4.02479 -0.38605
Cl 2.52757 4.89072 -1.91702
C 2.40821 2.46611 -0.61158
O 3.56735 2.13697 -0.82963
O 1.37725 1.76780 -0.45537
H 3.04504 4.34827 0.28334
O -2.57482 -1.13623 0.77871
C -2.58712 -1.19547 -0.44201
O -1.77804 -0.69708 -1.30047
C -3.71615 -2.01355 -1.06125
C -4.84801 -2.21973 -0.27808
C -5.91051 -2.98172 -0.74604
C -5.83776 -3.57238 -1.99332
C -4.69158 -3.38787 -2.75685
C -3.63613 -2.59678 -2.31512
N -4.59981 -4.07549 -4.03491
O -5.60063 -4.63255 -4.47178
O -3.52924 -4.08296 -4.61411
H -4.85860 -1.76973 0.70532
H -6.78866 -3.12972 -0.13009
H -6.63509 -4.18596 -2.38621
H -2.75961 -2.45209 -2.93356
*
```